C15H21NO2 | ωB97M-V/def2-TZVPD

Summary:
Gap between HOMO and LUMO = 9.23 eV
SMILES string = CCCCOc1ccc(C(=O)N2CCCC2)cc1
Largest force on an atom = 0.012 hartree/bohr
Highest occupied orbital energy = -8.4 eV

```
39
Properties=species:S:1:pos:R:3:forces:R:3
C 0.745395 3.426117 -3.469199 0.19 -0.05 0.18
C 1.571778 3.646830 -2.207444 -0.09 0.16 -0.03
C 0.971016 4.706394 -1.281340 -0.10 -0.39 0.18
C -0.239996 4.229829 -0.471789 0.08 0.49 -0.35
O 0.144026 3.392416 0.602362 0.12 -0.24 0.16
C 0.205766 2.040829 0.480169 0.05 -0.29 0.20
C -0.357632 1.276270 -0.537703 -0.08 0.41 -0.09
C -0.258055 -0.103243 -0.508803 0.15 -0.18 0.23
C 0.406020 -0.751723 0.522900 0.12 0.17 -0.06
C 0.591338 -2.232329 0.541942 -0.08 0.07 -0.11
O 1.689673 -2.746457 0.672856 0.22 -0.03 0.13
N -0.523808 -2.980577 0.388798 -0.04 -0.20 -0.01
C -1.898556 -2.539819 0.502579 -0.46 0.26 0.07
C -2.594677 -3.719832 1.178748 0.04 0.03 -0.14
C -1.870430 -4.915899 0.563020 0.02 0.11 0.04
C -0.425306 -4.431895 0.465185 0.36 -0.33 -0.03
C 0.988180 0.014346 1.529499 -0.08 -0.08 -0.12
C 0.877942 1.386312 1.517265 -0.07 0.20 -0.11
H 0.681023 4.346504 -4.046199 -0.04 0.07 -0.09
H -0.265928 3.104022 -3.233800 -0.16 -0.05 -0.02
H 1.205674 2.662265 -4.091232 -0.04 -0.07 -0.12
H 2.571971 3.972820 -2.501135 0.04 -0.07 0.04
H 1.682710 2.705821 -1.665337 0.12 0.01 -0.01
H 1.729383 5.030908 -0.566016 -0.05 0.11 0.03
H 0.669447 5.574503 -1.871225 -0.01 0.09 0.00
H -0.986456 3.755657 -1.113362 -0.03 0.00 0.08
H -0.708091 5.094857 0.009763 -0.01 -0.16 -0.11
H -0.875020 1.736481 -1.364443 -0.01 0.08 -0.06
H -0.685820 -0.676499 -1.318137 -0.07 -0.06 -0.07
H -2.328506 -2.370840 -0.493087 -0.05 0.06 0.09
H -1.966986 -1.612714 1.073933 -0.03 -0.08 -0.10
H -2.419825 -3.687599 2.254724 -0.01 0.03 0.05
H -3.667100 -3.731259 0.996207 -0.04 0.03 0.05
H -2.269344 -5.119307 -0.431473 -0.03 -0.04 -0.02
H -1.960162 -5.818179 1.163771 0.00 -0.06 -0.05
H 0.163775 -4.704487 1.347351 -0.03 -0.01 -0.11
H 0.096539 -4.818638 -0.413773 0.01 -0.05 0.12
H 1.529297 -0.482521 2.320370 0.08 -0.04 0.07
H 1.314220 1.987786 2.299157 0.05 0.07 0.09
```
Positions in Å, forces in eV/Å.